The following is a quantum chemistry calculation of a cluster of 10 separate species, C53H122F3N9O7S in total at a distorted geometry, from the OMol25 dataset.

Summary:
LUMO (alpha / beta) = -13.79 / -13.79 eV
<S²> = 0.752
total charge = +7
HOMO-LUMO gap (alpha / beta) = 3.24 / 9.02 eV
spin multiplicity = 2
E_HOMO (alpha / beta) = -17.035 / -22.811 eV

Structure (XYZ):
```
195
C53H122F3N9O7S the ωB97M-V functional and the def2-TZVPD basis
C -1.77 2.42 -3.77
C -1.98 2.95 -5.16
O -2.41 2.21 -6.02
N -1.31 4.29 -5.46
H -0.94 4.78 -4.67
H -0.46 4.17 -6.00
C -2.17 5.33 -6.22
H -0.75 2.03 -3.67
H -2.44 1.62 -3.46
H -1.79 3.29 -3.12
H -1.48 6.15 -6.40
H -2.97 5.59 -5.53
H -2.61 4.79 -7.06
C -3.44 0.98 3.03
C -2.43 1.12 4.13
O -1.33 0.64 4.29
N -2.85 2.07 5.29
H -2.04 2.64 5.52
H -3.39 2.87 4.99
C -3.36 1.34 6.49
H -4.35 0.42 3.23
H -2.86 0.50 2.24
H -3.72 1.95 2.61
H -4.18 0.74 6.09
H -3.72 2.12 7.16
H -2.62 0.69 6.95
C -0.29 -0.86 -6.23
C 1.10 -1.43 -5.98
O 1.28 -2.61 -5.72
N 2.22 -0.45 -6.14
H 2.85 -1.03 -6.68
H 2.00 0.33 -6.74
C 2.87 -0.10 -4.78
H -1.09 -1.60 -6.15
H -0.32 -0.62 -7.30
H -0.62 0.01 -5.68
H 2.13 0.41 -4.16
H 3.56 0.49 -5.38
H 3.34 -0.98 -4.33
C 2.64 3.41 -1.99
C 3.42 3.35 -3.34
O 4.32 2.56 -3.46
N 3.09 4.51 -4.26
H 3.05 4.02 -5.14
H 2.22 5.00 -4.11
C 4.22 5.56 -4.40
H 3.24 2.99 -1.19
H 1.64 2.96 -2.04
H 2.64 4.46 -1.72
H 5.17 5.13 -4.71
H 4.23 6.02 -3.41
H 3.85 6.35 -5.05
C -2.33 -3.39 2.95
C -0.85 -2.94 3.01
C 0.14 -4.07 3.44
N 1.60 -3.50 3.68
C 2.01 -2.79 2.31
C 2.60 -4.61 3.87
C 2.83 -4.82 5.32
C 1.95 -3.77 6.03
C 1.70 -2.66 4.98
H -2.52 -3.90 2.00
H -3.14 -2.68 3.09
H -2.38 -4.04 3.82
H -0.72 -2.05 3.62
H -0.63 -2.57 2.01
H 0.33 -4.87 2.73
H -0.05 -4.44 4.44
H 1.73 -3.27 1.38
H 3.10 -2.69 2.28
H 1.60 -1.78 2.34
H 3.58 -4.18 3.63
H 2.36 -5.45 3.22
H 3.83 -4.58 5.67
H 2.46 -5.82 5.53
H 2.49 -3.45 6.92
H 0.96 -4.11 6.34
H 2.57 -2.02 4.88
H 0.86 -1.97 5.02
C -5.34 0.38 -0.70
C -6.75 -0.03 -1.32
C -7.80 -0.21 -0.19
N -9.29 0.07 -0.55
C -10.18 -0.51 0.62
C -9.48 1.59 -0.71
C -10.31 1.85 -2.02
C -10.84 0.52 -2.49
C -9.87 -0.50 -1.87
H -5.06 -0.26 0.13
H -5.61 1.30 -0.18
H -4.57 0.57 -1.45
H -6.61 -0.96 -1.86
H -7.02 0.69 -2.09
H -7.63 0.41 0.69
H -7.68 -1.21 0.23
H -10.04 -0.07 1.61
H -10.06 -1.59 0.75
H -11.21 -0.27 0.37
H -10.10 1.91 0.12
H -8.50 2.03 -0.90
H -11.02 2.68 -2.01
H -9.59 2.05 -2.81
H -11.83 0.37 -2.08
H -10.78 0.57 -3.58
H -10.16 -1.53 -1.69
H -8.93 -0.64 -2.41
C 8.49 1.59 1.26
C 7.40 0.53 1.71
C 5.95 0.57 1.25
N 5.69 -0.11 -0.12
C 6.45 0.80 -1.22
C 4.20 -0.43 -0.34
C 4.06 -1.83 -1.03
C 5.49 -2.37 -1.22
C 6.31 -1.57 -0.14
H 8.03 2.46 0.80
H 9.11 1.03 0.56
H 9.21 1.91 2.01
H 7.31 0.55 2.80
H 7.85 -0.46 1.70
H 5.60 1.60 1.12
H 5.32 0.01 1.94
H 6.39 1.86 -0.99
H 5.92 0.63 -2.16
H 7.51 0.57 -1.34
H 3.84 0.43 -0.90
H 3.70 -0.66 0.61
H 3.34 -1.78 -1.86
H 3.51 -2.44 -0.31
H 5.82 -2.04 -2.20
H 5.62 -3.45 -1.23
H 7.37 -1.53 -0.39
H 6.01 -1.91 0.85
C 1.74 -6.05 -4.58
C 1.13 -5.45 -3.30
C -0.35 -5.78 -2.98
N -1.14 -4.81 -2.06
C -0.51 -4.81 -0.67
C -2.64 -5.22 -2.04
C -3.35 -3.93 -1.40
C -2.45 -2.73 -1.82
C -1.18 -3.36 -2.52
H 1.38 -7.08 -4.64
H 2.83 -6.09 -4.53
H 1.48 -5.61 -5.54
H 1.34 -4.39 -3.15
H 1.71 -5.88 -2.48
H -0.32 -6.77 -2.51
H -1.00 -5.92 -3.85
H 0.48 -4.42 -0.90
H -0.60 -5.80 -0.22
H -1.14 -4.23 0.01
H -2.70 -6.17 -1.51
H -3.00 -5.22 -3.06
H -3.42 -4.02 -0.32
H -4.42 -3.85 -1.61
H -2.22 -1.99 -1.05
H -2.97 -2.05 -2.49
H -0.18 -2.98 -2.33
H -1.22 -3.54 -3.59
C 3.54 5.94 6.27
C 3.17 5.53 4.90
C 2.27 4.30 4.91
N 2.16 3.59 3.58
C 1.62 4.54 2.53
C 3.46 2.81 3.31
C 3.36 1.53 4.09
C 1.84 1.46 4.48
C 1.16 2.47 3.66
H 4.20 5.33 6.89
H 2.73 6.21 6.94
H 3.95 6.94 6.08
H 4.07 5.42 4.29
H 2.55 6.25 4.38
H 1.35 4.45 5.46
H 2.79 3.55 5.52
H 2.56 5.07 2.33
H 0.77 5.19 2.73
H 1.60 3.99 1.59
H 3.51 2.64 2.23
H 4.33 3.43 3.53
H 3.71 0.68 3.49
H 4.10 1.52 4.89
H 1.49 0.50 4.10
H 1.48 1.46 5.50
H 1.05 2.09 2.65
H 0.20 2.94 3.89
C -0.85 1.38 -0.59
F -0.30 2.48 -1.12
F -1.39 1.74 0.54
F -1.76 0.86 -1.32
S 0.58 0.06 -0.36
O 1.11 -0.04 -1.70
O 1.55 0.65 0.56
O 0.02 -1.13 0.21
```


The following is a quantum chemistry calculation of a cluster of 2 separate species, C3H9OP in total at a distorted geometry, from the OMol25 dataset.

Summary:
LUMO = 0.81 eV
energy above the lowest of the compared OMol25 structures with the same formula, charge and spin = 294.1 kJ/mol
total charge = 0
HOMO-LUMO gap = 10.20 eV
E_HOMO = -9.390 eV

Structure (XYZ):
```
14
C3H9OP the ωB97M-V functional and the def2-TZVPD basis
C 1.23 0.44 -0.81
C -1.27 0.00 -0.59
C 0.13 0.00 0.05
O -0.04 1.33 1.43
P 0.28 -1.37 1.37
H 1.02 1.34 -1.47
H 1.32 -0.36 -1.58
H 2.09 0.62 -0.14
H -1.78 -0.93 -0.52
H -1.27 0.42 -1.62
H -1.76 0.70 -0.02
H 0.88 1.56 1.63
H 0.19 -2.47 0.56
H -1.02 -1.28 1.72
```